1.
C29H45Cl2N2PRu as an isolated structure in a non-equilibrium geometry, computed with ωB97M-V with the def2-TZVPD basis set.

Positions of all 80 atoms, in Å:
P  0.04572  -2.57334  0.59832
C  1.05440  -2.69773  2.13737
C  0.68176  -3.95651  2.92606
C  1.40712  -3.96901  4.27195
C  2.91910  -3.77840  4.10898
C  3.29345  -2.56353  3.24690
C  2.56191  -2.58491  1.89686
C  0.69195  -3.53680  -0.82804
C  0.76724  -5.01526  -0.46124
C  1.06541  -5.82423  -1.72557
C  2.32322  -5.31573  -2.43950
C  2.31064  -3.80350  -2.70618
C  2.00485  -3.01663  -1.42383
C  -1.69316  -3.08384  0.94849
C  -2.28834  -2.21034  2.06593
C  -3.69360  -2.71916  2.41417
C  -4.60763  -2.76360  1.18594
C  -3.97243  -3.49749  0.00284
C  -2.56144  -2.98226  -0.31696
H  0.73802  -1.78842  2.68912
H  0.96142  -4.84104  2.33148
H  -0.40367  -4.01046  3.09366
H  1.18149  -4.91415  4.78188
H  0.99758  -3.15251  4.88408
H  3.38054  -3.68606  5.09772
H  3.33610  -4.67864  3.63748
H  3.01655  -1.63955  3.77491
H  4.37771  -2.53441  3.07561
H  2.79019  -1.68010  1.31783
H  2.90638  -3.44405  1.30262
H  -0.07342  -3.36956  -1.60842
H  0.19825  -5.72872  -2.39434
H  -0.17417  -5.36251  -0.00501
H  1.56908  -5.16019  0.28272
H  1.16524  -6.88083  -1.44920
H  2.44859  -5.85609  -3.38334
H  3.19544  -5.54518  -1.81296
H  3.27121  -3.47348  -3.12751
H  1.53211  -3.56285  -3.44643
H  1.91102  -1.94827  -1.64639
H  2.82905  -3.11383  -0.70567
H  -1.69144  -4.14397  1.28096
H  -1.66248  -2.21075  2.96989
H  -2.31994  -1.15966  1.73958
H  -3.58410  -3.73547  2.81852
H  -4.13143  -2.09731  3.20455
H  -4.84876  -1.73690  0.88334
H  -5.55079  -3.24989  1.45256
H  -4.60640  -3.42547  -0.88787
H  -3.87623  -4.56277  0.25396
H  -2.13810  -3.57190  -1.14290
H  -2.58504  -1.94094  -0.67576
Ru  -0.00313  0.17138  -0.18048
Cl  -0.70352  -0.67782  -2.23929
Cl  -0.41962  0.69683  2.01977
C  1.83601  0.29353  -0.08661
H  2.22888  0.29607  0.95205
C  2.90425  0.51429  -1.07566
C  2.63270  0.32319  -2.44389
C  3.63111  0.53631  -3.39624
C  4.90143  0.95107  -2.98551
C  5.17499  1.15142  -1.62134
C  4.19623  0.93228  -0.66823
H  1.63068  0.00082  -2.74195
H  3.39861  0.37732  -4.45312
H  6.16574  1.48046  -1.30764
H  4.37228  1.07936  0.39791
H  5.68286  1.11822  -3.72775
C  -3.20592  4.44503  -1.30373
N  -2.00731  3.63433  -1.29911
C  -0.81177  3.89197  -1.99197
C  0.05485  2.88409  -1.66436
N  -0.59108  2.06572  -0.75336
C  -1.83726  2.49824  -0.57585
H  -2.98269  5.44252  -0.89972
H  -3.58525  4.54556  -2.32974
H  -3.95798  3.95395  -0.67592
H  -0.65240  4.74244  -2.63204
H  1.05538  2.63598  -1.97084
H  -2.56812  2.02178  0.05270

Force components x, y, z for each atom (eV/Å):
-0.1 3.0 -1.0
-0.7 -0.5 -0.2
0.4 0.1 0.3
-0.1 0.0 -0.1
0.1 -0.1 0.0
-0.2 0.0 -0.1
0.0 -0.1 0.1
-0.4 -0.4 0.8
0.2 -0.2 -0.6
0.0 0.0 0.2
0.1 0.0 0.0
-0.2 0.0 0.2
-0.1 0.1 -0.1
0.6 -0.8 0.1
-0.2 0.0 0.0
0.3 -0.1 -0.1
0.0 0.1 0.0
0.3 0.0 0.0
-0.1 0.0 0.0
0.1 -0.4 -0.1
0.0 0.1 0.2
0.3 0.0 -0.1
0.2 0.2 0.1
0.1 -0.1 0.0
0.0 -0.1 -0.1
0.0 0.0 0.1
0.1 -0.1 -0.1
-0.2 0.0 0.1
-0.1 -0.2 0.1
0.0 0.1 0.2
0.1 -0.1 0.3
0.1 -0.1 0.0
0.2 0.1 -0.1
-0.2 0.0 -0.2
0.0 0.0 -0.3
0.1 0.0 0.1
0.0 0.0 -0.1
-0.2 -0.1 0.1
0.1 0.0 0.1
0.0 -0.3 0.1
-0.1 -0.1 -0.2
-0.3 0.2 0.0
-0.1 0.0 -0.2
0.0 -0.3 0.0
-0.1 0.1 0.0
0.0 -0.1 -0.1
0.0 0.0 0.0
-0.1 0.1 0.0
0.0 0.0 0.1
-0.1 0.0 0.0
-0.1 0.1 0.2
0.0 -0.2 0.2
-2.6 -3.1 0.4
-0.9 -0.6 -1.7
-0.7 0.5 2.2
6.1 0.6 -0.7
0.0 0.3 -0.3
-1.5 -0.4 1.9
0.5 0.2 -1.0
-0.4 0.0 0.5
0.3 0.1 -0.3
-0.1 -0.1 0.1
0.2 0.0 -0.5
0.4 0.1 0.1
0.2 0.1 0.3
-0.1 -0.1 -0.1
0.1 0.0 -0.3
-0.1 0.0 0.2
0.1 0.2 -0.2
0.4 0.0 -0.2
-0.2 -0.5 0.4
-1.5 0.0 1.0
-1.4 2.0 -0.9
2.1 0.7 -1.0
-0.2 -0.2 -0.1
0.0 0.0 0.3
0.2 0.2 -0.2
-0.3 0.1 0.0
0.1 0.2 -0.1
-0.1 0.1 0.1

The calculation puts the energy at -2598.1727 Eh. As for the energy relative to the best compared isomer or geometry (same formula, charge and spin): 0.399 eV. The value obtained for the orbital gap (alpha / beta) is 4.14 / 6.63 eV. The expectation value of S² is 8.786. The total charge is -1. As for the spin multiplicity: 6.

---

2.
C10H25BN7O2Tl as an isolated structure in a non-equilibrium geometry, computed with ωB97M-V with the def2-TZVPD basis set.

Positions of all 46 atoms, in Å:
Tl  -0.89690  1.96263  -0.21766
N  -3.50418  1.57436  0.10503
C  -3.70417  0.25139  0.71825
C  -3.35166  0.22538  2.20606
C  -1.86170  0.30719  2.53718
N  -1.29227  1.65094  2.30863
H  -3.99642  2.28466  0.64108
H  -3.91686  1.57474  -0.82436
H  -3.08000  -0.46801  0.17725
H  -4.74919  -0.06036  0.61130
H  -3.72231  -0.71801  2.60745
H  -3.88160  1.02380  2.72767
H  -1.30384  -0.39740  1.91215
H  -1.72629  0.00876  3.58241
H  -0.40048  1.72054  2.79217
H  -1.90076  2.34490  2.73571
N  3.45012  5.86668  0.61829
N  2.80022  4.71763  0.49558
N  3.43435  3.58022  0.35038
C  2.45181  2.72068  0.16592
N  1.26677  3.33365  0.22336
N  1.50967  4.61014  0.43930
H  4.43067  5.77696  0.84405
H  2.93072  6.63563  1.01243
H  2.59558  1.67550  -0.00668
C  2.71431  -2.17847  -1.72032
C  1.42817  -2.01178  -0.94455
C  1.55335  -2.59083  0.45290
O  1.20921  -0.53178  -0.72498
B  -0.04431  -0.35886  -1.01996
O  -0.82207  -1.28797  -1.47396
C  0.11445  -2.45112  -1.71848
C  0.27111  -2.54439  -3.22498
C  -0.57484  -3.67901  -1.16478
H  3.54805  -1.85064  -1.10815
H  2.71797  -1.61170  -2.64390
H  2.85807  -3.22802  -1.95664
H  2.34446  -2.06187  0.97585
H  1.81583  -3.64288  0.40797
H  0.63696  -2.47136  1.02335
H  0.73544  -1.65602  -3.64069
H  -0.71074  -2.65307  -3.67601
H  0.86374  -3.41531  -3.48489
H  -0.81230  -3.58242  -0.11141
H  0.06867  -4.54229  -1.29577
H  -1.49678  -3.85281  -1.71358

Force components x, y, z for each atom (eV/Å):
0.2 -1.3 0.6
0.4 0.5 -0.2
0.0 -0.3 0.4
0.3 0.0 -0.4
-0.3 -0.3 0.1
0.2 0.3 -0.5
0.0 0.0 -0.1
0.0 0.1 0.0
-0.1 0.0 0.0
0.1 0.0 -0.1
0.0 0.0 0.1
-0.1 0.0 0.1
0.0 -0.1 0.1
0.1 0.1 -0.1
0.0 0.1 0.0
0.1 0.1 0.0
0.6 1.2 -0.2
-0.9 -1.5 0.1
0.8 -0.2 -0.1
-0.1 0.2 0.1
-0.5 -0.5 0.0
-0.4 1.1 0.1
-0.2 -0.2 0.1
-0.1 -0.2 0.1
0.1 -0.3 0.0
-0.2 0.2 0.1
0.0 -0.4 0.2
0.0 0.2 -0.2
1.0 0.6 0.2
-0.2 0.8 0.2
-1.1 -0.1 -0.2
0.1 -0.3 -0.2
-0.1 0.2 0.3
0.0 0.2 0.0
0.1 0.0 0.1
0.0 0.1 -0.1
0.0 -0.2 0.0
0.1 0.0 0.0
0.0 -0.1 0.0
-0.1 -0.1 0.1
0.1 0.1 -0.1
-0.1 -0.1 0.0
0.1 -0.1 0.0
0.0 0.0 0.1
0.1 -0.2 0.0
0.0 0.0 -0.1

The calculation puts the energy at -1126.5885 Eh. As for the energy relative to the best compared isomer or geometry (same formula, charge and spin): 1.548 eV. The value obtained for the orbital gap is 6.72 eV. The total charge is +2.

---

3.
C12H13Cl5CrN2O5 as an isolated structure in a non-equilibrium geometry, computed with ωB97M-V with the def2-TZVPD basis set.

Positions of all 38 atoms, in Å:
Cr  0.01279  -0.13764  -0.11586
O  -0.73361  -4.33714  0.96134
C  -0.98621  -3.17304  0.43924
O  -0.15191  -2.47324  -0.11616
C  -2.43801  -2.74284  0.56314
O  -2.50751  -1.38054  0.90364
C  -2.21481  -1.12414  2.27244
C  -0.67331  -1.21304  2.47814
O  -0.18911  -2.07984  3.17104
O  -0.02921  -0.36024  1.78364
H  0.20799  -4.58704  0.97424
H  -2.94781  -3.38504  1.28874
H  -2.91991  -2.83564  -0.41836
H  -2.71671  -1.84394  2.92854
H  -2.56621  -0.11144  2.47984
Cl  3.00459  2.15496  0.37274
C  1.39639  2.73566  0.19564
C  0.36579  1.84106  -0.03946
C  -0.89751  2.39416  -0.16806
Cl  -2.06311  1.14256  -0.40306
C  -1.19631  3.74106  -0.08126
Cl  -2.79321  4.32406  -0.27736
C  -0.12861  4.61486  0.16454
Cl  -0.42801  6.28816  0.32274
C  1.17099  4.11276  0.29794
Cl  2.47309  5.19406  0.58884
N  0.24199  -0.12214  -2.22196
C  1.68879  -0.12434  -2.48976
C  2.32619  -1.15264  -1.56266
N  1.97879  -0.76804  -0.19516
H  -0.15541  -0.97004  -2.63156
H  -0.18711  0.65826  -2.72186
H  2.07179  0.86826  -2.24286
H  1.91329  -0.34694  -3.53906
H  3.40789  -1.18504  -1.72286
H  1.90419  -2.13984  -1.77026
H  2.55289  0.03936  0.07294
H  2.20629  -1.51554  0.45824

Force components x, y, z for each atom (eV/Å):
0.7 -0.5 1.5
-0.1 -0.5 0.2
-0.1 0.1 -0.2
0.2 0.4 -0.1
-0.1 0.0 0.0
-0.2 -0.1 -0.1
0.4 0.0 0.4
-1.5 -1.5 1.1
0.1 0.2 0.0
0.9 1.5 -2.3
-0.1 0.3 -0.2
0.0 0.1 -0.1
0.1 -0.2 0.2
0.1 0.1 -0.1
0.0 -0.1 0.0
0.6 0.1 0.1
-0.3 0.2 -0.1
-0.3 0.3 -0.1
0.8 0.5 0.1
-0.8 -0.2 -0.2
0.1 0.1 0.0
0.0 -0.1 0.0
-0.1 -0.2 0.0
0.0 0.0 0.0
0.0 0.0 0.0
-0.1 -0.1 0.0
-0.5 -0.1 -0.2
0.8 -0.2 0.0
0.0 0.0 -0.7
0.3 0.1 0.3
-0.1 0.1 0.1
-0.1 -0.1 0.3
0.0 0.0 -0.1
-0.1 0.1 0.2
-0.1 -0.1 0.0
0.1 0.0 0.1
-0.2 -0.3 0.1
-0.3 0.1 0.0

The calculation puts the energy at -4296.0100 Eh. As for the energy relative to the best compared isomer or geometry (same formula, charge and spin): 0.468 eV. The value obtained for the orbital gap (alpha / beta) is 7.51 / 8.07 eV. The expectation value of S² is 0.766. The total charge is +1. As for the spin multiplicity: 2.

---

Q: Which value of total charge does entry 1 give?
A: -1